Computed, not measured: C46H40N4O3P2SSeSiTc as an isolated structure in a non-equilibrium geometry, with ωB97M-V/def2-TZVPD.

CARTESIAN COORDINATES (ANGSTROEM)
Tc -0.12430 -0.59012 0.66131
O 1.54450 1.71818 2.06531
S 0.98400 1.45348 0.75811
C 2.40180 1.64378 -0.35519
C 3.46950 2.37648 0.13631
C 4.62610 2.48428 -0.61909
C 4.70820 1.83808 -1.84499
C 3.64020 1.10098 -2.32819
C 2.47170 0.98308 -1.57909
P 0.95550 0.14708 -2.19499
C 1.19900 0.28508 -4.00049
C 0.63610 1.42588 -4.57179
C 0.79300 1.67518 -5.92209
C 1.49680 0.77928 -6.71299
C 2.03790 -0.36662 -6.15169
C 1.89150 -0.62232 -4.79819
C 1.23610 -1.64442 -1.83239
C 2.50060 -2.48792 -1.68319
C 2.76020 -3.44312 -0.63209
C 1.87780 -4.48352 -0.37449
C 0.67950 -4.54782 -1.03609
C 0.34380 -3.42492 -1.93459
C -0.17080 2.79628 0.42041
C 0.22160 4.10398 0.63761
C -0.72910 5.11278 0.62371
C -2.06140 4.80138 0.40421
C -2.44330 3.49208 0.15711
C -1.50010 2.46758 0.15701
P -1.95250 0.71548 -0.17529
C -2.30000 0.70408 -1.96869
C -2.43130 -0.55902 -2.54529
C -2.72980 -0.68742 -3.88899
C -2.92390 0.44788 -4.66209
C -2.82380 1.70348 -4.08759
C -2.50310 1.83968 -2.74519
C -3.63220 0.48038 0.49011
C -4.76110 0.96368 -0.17139
C -6.02190 0.68878 0.32621
C -6.17060 -0.06792 1.47851
C -5.05150 -0.55002 2.13881
C -3.78750 -0.28532 1.64341
H 3.38480 2.84428 1.10661
H 5.45380 3.07228 -0.25079
H 5.60950 1.91308 -2.43319
H 3.70320 0.59648 -3.28009
H 0.07180 2.10738 -3.95049
H 0.36870 2.56708 -6.35819
H 1.61510 0.97238 -7.76829
H 2.57940 -1.06502 -6.77209
H 2.30040 -1.52552 -4.37479
H 4.21370 -2.44932 -2.57579
H 3.72720 -3.39152 -0.16289
H 2.16440 -5.25232 0.32791
H -0.03410 -5.33732 -0.88369
H -0.50240 -3.60952 -2.59849
H 1.25830 4.32358 0.83941
H -0.43290 6.13278 0.81231
H -2.80740 5.58088 0.42971
H -3.48260 3.25558 -0.01599
H -2.31290 -1.43652 -1.92029
H -2.81770 -1.66732 -4.33449
H -3.15790 0.35028 -5.71109
H -2.99180 2.58498 -4.68789
H -2.41810 2.82648 -2.31389
H -4.66010 1.53078 -1.08549
H -6.89440 1.05068 -0.19519
H -7.15630 -0.28612 1.85831
H -5.16440 -1.14612 3.03221
H -2.90880 -0.67582 2.14101
O 3.57770 -1.82092 -2.20469
N 1.45290 -2.80722 -2.68269
O 0.11500 -2.17972 -1.16999
C -1.65180 -0.85922 6.50891
Si -0.43500 0.24278 5.53781
C 1.36320 -0.41972 5.62231
C -0.59990 2.09058 5.95001
C -0.77950 0.03518 3.71531
C -0.69370 -0.09922 2.50271
H -1.34110 -0.94712 7.54491
H -1.69980 -1.85922 6.08931
H -2.65570 -0.44592 6.50321
H 1.80050 -0.26512 6.60211
H 1.98940 0.08468 4.89381
H 1.38760 -1.48482 5.41111
H -0.14730 2.30678 6.91171
H -1.64100 2.39298 5.99861
H -0.10640 2.70188 5.20161
Se -0.87910 -4.56642 2.34301
N 0.69410 -4.80872 3.02281
C 1.49240 -3.79062 2.71911
C 2.83070 -3.55802 3.08881
C 3.40250 -2.38702 2.64771
C 2.68260 -1.46092 1.87641
N 1.43130 -1.65702 1.50311
C 0.84830 -2.79582 1.91751
N -0.42350 -3.03172 1.61311
H 3.36660 -4.26572 3.70151
H 4.42270 -2.15482 2.90251
H 3.13080 -0.52412 1.57201

Cartesian forces (eV/Å) of the 6 atoms listed first:
Tc -0.99 0.73 0.28
O 0.52 0.16 1.00
S -0.30 0.43 -0.58
C -0.29 -0.43 -0.25
C -0.03 0.13 0.32
C -0.16 -0.06 -0.04

Summary:
expectation value of S²	3.8208
total charge	+2
energy	-165270.787	eV
2S+1	4
HOMO level (spin up / spin down)	-13.02 / -13.43	eV
LUMO energy (spin up / spin down)	-6.809 / -7.077	eV
HOMO-LUMO gap (spin up / spin down)	6.21 / 6.36	eV